1.
15
Properties=species:S:1:pos:R:3:forces:R:3 method="wB97M-V/def2-TZVPD" multiplicity=1 homo_energy_ev=-7.70 de_lowest_kcal_mol=80.7 smiles="N=C=NCN=C=C(N)O"
O -1.5736 0.9934 1.0431 -0.415 0.102 0.176
N 0.5687 -1.7025 0.4847 0.490 -1.343 1.002
N -2.2302 -0.1860 -0.8826 3.633 -1.064 0.512
N 1.9945 0.0947 -0.3753 1.023 -2.128 -1.254
N 1.0106 2.1940 -0.0704 -1.506 3.483 0.328
C 1.8813 -1.3198 0.0085 0.281 3.263 0.853
C -1.2982 -0.0695 0.2158 -2.079 0.849 -0.197
C 1.3580 1.0953 -0.3761 0.157 -0.790 0.694
C -0.4133 -0.9742 0.4800 1.357 -0.492 -0.527
H -1.1121 0.9868 1.9061 -0.079 -0.324 -0.980
H -3.0471 0.3022 -0.6749 -1.806 0.209 0.127
H 2.6182 -1.2511 0.8974 -1.023 -1.560 -1.546
H 2.1181 -1.8187 -0.9225 0.479 -0.971 0.550
H -2.2043 -1.1597 -1.2377 -0.863 1.367 0.331
H 0.3295 2.8150 -0.4961 0.350 -0.600 -0.068


2.
15
Properties=species:S:1:pos:R:3:forces:R:3 method="wB97M-V/def2-TZVPD" charge=+2 multiplicity=1 homo_energy_ev=-17.71 de_lowest_kcal_mol=43.2
O 1.4764 1.9508 0.0359 0.830 -0.115 -0.121
N 2.5876 0.0011 -0.1997 -2.318 0.525 0.668
N 0.2682 -1.3932 0.0040 0.001 -1.588 1.435
N 0.8216 -0.1465 -0.0926 5.154 0.192 -0.970
N -1.9377 1.1011 -0.1169 -2.942 -3.441 -0.678
C -2.9560 0.5554 -0.2324 2.863 2.367 0.310
C 2.6661 1.2848 -0.0442 -2.017 -2.161 -1.077
C 0.4232 1.1072 -0.0738 -1.109 1.663 0.969
C -0.7851 1.7338 -0.0463 0.570 -1.252 -0.230
H 0.7056 -2.1706 -0.4593 1.620 0.071 -2.100
H -3.9317 0.3275 0.0223 -1.855 -0.964 0.115
H 3.5888 1.8388 -0.1841 0.049 0.085 0.397
H -1.0406 2.7063 0.1401 0.863 2.886 0.272
H -0.6804 -1.5653 -0.2604 -1.464 0.839 -0.450
H 0.3813 -1.8596 0.9069 -0.245 0.892 1.460


3.
16
Properties=species:S:1:pos:R:3:forces:R:3 method="wB97M-V/def2-TZVPD" multiplicity=1 homo_energy_ev="-8.67 / -8.67" de_lowest_kcal_mol=170.7
O -1.0655 -2.5317 0.1434 -1.050 -0.756 -0.133
O -0.0494 -1.9942 2.0123 0.115 0.558 0.662
N -0.7121 1.5057 1.5562 -0.240 -3.677 2.770
N 1.5959 -1.1677 -0.8750 0.398 -0.742 -0.887
N 0.8618 0.9894 -1.6216 -1.724 -0.007 1.562
N 1.6682 -0.0924 -1.7544 0.003 0.184 0.542
C -0.9440 1.7824 0.1722 2.731 1.403 -1.019
C 0.7232 -1.1714 -0.0118 0.907 5.514 -3.094
C -0.0395 0.9860 -0.7577 1.725 -2.758 0.102
C -0.0777 -1.8779 0.8212 -1.627 -2.962 1.022
H -0.9916 -2.7022 -0.8152 0.546 0.658 0.642
H -0.4800 2.8241 0.0208 -1.436 -0.968 -0.055
H 0.2695 1.3869 1.9384 -1.179 0.919 -1.533
H 2.2857 -0.1199 -2.5417 0.160 -0.151 0.122
H -1.0541 0.5019 1.8559 0.285 2.542 -1.068
H -1.9904 1.6810 -0.1430 0.386 0.244 0.363


4.
12
Properties=species:S:1:pos:R:3:forces:R:3 method="wB97M-V/def2-TZVPD" charge=+1 multiplicity=1 homo_energy_ev=-16.37 de_lowest_kcal_mol=29.6 smiles="C=[N+]1CCC1=O"
O -2.3554 0.0056 0.1452 0.118 -0.098 0.004
N -0.0051 -0.6521 0.1489 1.797 -1.394 0.328
C 0.9254 0.5228 0.2480 -0.355 -0.905 -2.119
C -1.2262 0.2722 0.0679 -0.033 -0.073 -0.448
C 0.1986 -1.9051 -0.0801 0.967 2.233 -1.046
C -0.2676 1.4312 -0.0937 -0.890 1.172 2.094
H 1.5311 0.5747 -0.6567 0.694 -0.425 0.433
H 1.5118 0.4146 1.1547 -0.290 0.785 0.198
H -0.1727 1.8326 -1.1145 -0.428 0.141 0.624
H -0.6110 2.1375 0.7106 0.652 0.053 -1.128
H 1.2112 -2.2468 -0.5159 -1.710 0.149 1.369
H -0.7400 -2.3872 -0.0144 -0.522 -1.639 -0.309


5.
13
Properties=species:S:1:pos:R:3:forces:R:3 method="wB97M-V/def2-TZVPD" charge=-1 multiplicity=1 homo_energy_ev=-1.16 de_lowest_kcal_mol=133.1
O 1.4899 0.8192 -1.9114 0.007 -1.134 0.435
O -1.1913 0.8649 1.6824 -0.440 -0.170 0.191
N -0.4790 -0.0631 1.1986 0.721 0.237 0.920
C -1.1943 -0.0224 -1.1541 -0.042 -0.785 -0.186
C 1.0939 0.5092 -0.5504 -1.222 0.405 -1.491
C 0.0303 -1.0115 1.9298 -0.819 1.211 -1.399
C -0.1684 0.0569 -0.1975 -0.087 1.020 -2.936
H -0.7451 -0.0706 -2.1784 -1.020 0.011 0.849
H 0.6037 -1.7579 1.5203 1.180 -1.332 -1.266
H 1.1882 1.6326 -2.3414 -0.630 -0.027 0.962
H 1.9198 0.5061 0.0476 1.879 0.041 1.797
H -0.3127 -1.1029 2.8899 -0.653 0.160 2.308
H -2.2350 -0.3604 -0.9354 1.126 0.364 -0.184


6.
13
Properties=species:S:1:pos:R:3:forces:R:3 method="wB97M-V/def2-TZVPD" charge=-1 multiplicity=1 homo_energy_ev="-1.41 / -1.42" de_lowest_kcal_mol=116.6
O 2.2842 0.2911 -0.5595 -0.656 -0.080 0.270
O -2.3111 -0.5318 -0.7433 -0.193 -0.354 -0.120
N -1.3667 0.1441 -0.2342 -0.761 0.952 0.159
C -0.0404 -0.3768 -0.1977 1.563 0.278 0.266
C -1.5388 1.3326 0.2586 -0.759 0.425 0.174
C 0.1355 -1.6807 0.1856 -0.033 -0.362 -0.010
C 0.8939 0.6354 -0.4276 0.712 -0.289 -0.735
H -0.7258 1.8535 0.7154 0.247 -0.155 0.158
H -0.7059 -2.2835 0.4729 -0.190 -0.075 -0.030
H 1.1020 -2.1608 0.1839 0.180 0.041 -0.052
H 0.6636 1.4516 -1.1020 -0.105 -0.046 0.055
H 2.3240 -0.6377 -0.3180 0.158 -0.148 0.014
H -2.5117 1.7892 0.1619 -0.161 -0.189 -0.150


7.
13
Properties=species:S:1:pos:R:3:forces:R:3 method="wB97M-V/def2-TZVPD" charge=+1 multiplicity=1 homo_energy_ev=-15.58 de_lowest_kcal_mol=100.2 smiles="CC(=O)O[N+]1=CC1"
O 0.0085 1.3306 1.0933 0.162 -1.043 0.359
O -0.2091 -0.7271 -0.0530 -0.542 -1.752 1.694
N -0.2398 -0.1459 -1.1864 1.136 1.452 -2.065
C -0.0828 -0.6961 2.4445 -0.955 -1.720 -0.560
C -0.3251 -0.2161 -2.4579 -0.215 0.636 2.466
C -0.0350 0.1826 1.3101 -0.488 2.616 -2.248
C 0.4255 0.9708 -1.8451 1.826 0.097 -2.185
H 0.9091 -1.2050 2.4344 -0.502 0.508 0.938
H -0.0134 1.9686 -1.9079 -0.199 -0.420 0.579
H 1.5755 0.9606 -2.0116 -2.018 -0.186 0.710
H -0.7556 -0.8292 -3.2342 0.199 -0.158 -0.038
H -0.4648 -0.0605 3.2945 0.906 -1.150 -0.567
H -0.7930 -1.5332 2.1195 0.690 1.121 0.917


8.
14
Properties=species:S:1:pos:R:3:forces:R:3 method="wB97M-V/def2-TZVPD" charge=-1 multiplicity=1 homo_energy_ev=-4.05 de_lowest_kcal_mol=50.5 smiles="C[C@@H](C=O)NC(=O)[O-]"
O -1.9578 -0.7615 -1.9074 0.328 0.189 0.800
O 1.9682 -0.2640 1.8434 -1.179 -0.659 -0.295
O 0.1503 -1.3656 -1.3796 -0.675 1.076 1.037
N -0.9718 0.2248 -0.1437 6.219 -1.901 0.778
C -0.9161 -0.6905 -1.1905 -0.345 -1.802 -2.731
C 0.3669 0.7064 0.2994 -2.355 -1.592 4.811
C 0.4217 2.1181 1.0126 -1.144 -4.647 3.475
C 0.9065 -0.4131 1.2538 1.390 2.066 -0.481
H 0.7776 2.6204 0.2515 1.228 3.929 -3.168
H 1.0210 2.2025 1.9580 -0.080 -0.477 -1.211
H -0.5828 2.1898 1.3262 -1.304 1.354 0.053
H 1.0919 0.7505 -0.3924 2.063 -0.180 -3.275
H -1.7287 0.7482 -0.1377 -3.956 3.325 -0.072
H 0.2644 -1.2816 1.2982 -0.191 -0.681 0.279


9.
14
Properties=species:S:1:pos:R:3:forces:R:3 method="wB97M-V/def2-TZVPD" multiplicity=2 homo_energy_ev="-9.45 / -10.38" de_lowest_kcal_mol=12.5
O 1.6614 -1.4194 -2.3484 0.150 0.006 -0.032
O -0.0779 -0.9615 1.8447 0.112 0.295 -0.443
O -1.8969 0.4075 1.5928 0.389 0.132 -0.286
N -0.4580 2.0359 -0.1230 -0.383 -0.217 -0.066
C 0.0816 -0.1713 -1.0352 0.299 -0.234 0.284
C 1.4273 -0.8344 -1.3328 -0.573 0.392 0.290
C 0.1122 0.7944 0.1386 0.040 0.564 -1.170
C -0.8077 -0.0848 1.4546 -0.746 -0.684 1.232
H 2.1365 -0.7535 -0.4875 0.277 -0.172 -0.138
H -0.5816 -1.0186 -0.8273 -0.059 0.100 0.040
H -1.0609 2.0530 -0.9337 -0.133 -0.108 0.047
H -0.3262 0.3154 -1.9134 0.080 0.044 -0.323
H -0.9516 2.4620 0.6556 0.427 0.097 0.037
H 1.0744 0.8928 0.6189 0.120 -0.215 0.528


10.
13
Properties=species:S:1:pos:R:3:forces:R:3 method="wB97M-V/def2-TZVPD" multiplicity=1 homo_energy_ev=-9.32 de_lowest_kcal_mol=42.5 smiles=Cc1conc1P
P 2.1055 -0.1353 1.2898 -0.081 0.761 0.282
O 0.3839 -1.1968 -1.9497 -3.259 0.809 -1.934
N 1.2938 -1.2577 -1.0197 1.530 1.144 1.836
C 0.9702 -0.4011 -0.0801 -1.682 -0.513 -0.078
C -1.2144 1.0156 0.3712 -4.178 3.149 3.125
C -0.6323 -0.3224 -1.5619 2.687 -1.421 1.544
C -0.3932 0.1518 -0.3232 4.124 -3.207 -2.902
H -1.4120 -0.0961 -2.1866 -1.549 -0.001 -1.732
H -1.9341 0.5370 1.1707 1.452 0.488 -1.452
H 1.0506 -0.0597 2.2319 0.176 -0.091 0.199
H -1.9592 1.5168 -0.3765 1.446 -0.388 1.554
H -0.6044 1.7346 0.9802 -0.834 -0.118 -0.748
H 2.3455 -1.4867 1.4540 0.169 -0.612 0.305


11.
13
Properties=species:S:1:pos:R:3:forces:R:3 method="wB97M-V/def2-TZVPD" multiplicity=1 homo_energy_ev="-9.34 / -9.34" de_lowest_kcal_mol=113.4 smiles="O=NC#[PH2].C#CC"
P 1.6548 1.9281 0.2390 0.960 -0.012 -0.744
O 3.1669 -1.6836 -0.3685 2.036 -2.076 0.409
N 2.7828 -0.5816 -0.2806 -2.197 0.130 -1.085
C -1.2527 -0.6067 1.7241 -0.984 0.311 -0.981
C -1.7642 -0.5437 -0.8146 -2.196 0.009 -3.150
C 2.0094 0.2883 -0.4299 0.216 2.198 0.883
C -1.7202 -0.6125 0.6055 1.814 0.724 1.902
H 0.7196 2.3034 -0.7292 -0.204 0.070 -0.230
H -2.1332 0.4494 -1.3209 0.170 -1.727 1.479
H -0.9382 -0.4027 2.7131 0.005 -0.301 0.334
H -0.7799 -0.6319 -1.2782 0.084 -0.476 0.321
H -2.4481 -1.4055 -1.1769 1.150 1.471 0.108
H 0.7031 1.4990 1.1171 -0.854 -0.320 0.753


12.
12
Properties=species:S:1:pos:R:3:forces:R:3 method="wB97M-V/def2-TZVPD" multiplicity=1 homo_energy_ev="-7.02 / -7.02" de_lowest_kcal_mol=94.3
P -0.8228 0.1071 -1.0995 -0.593 1.951 1.192
N 2.0420 -0.6007 1.6340 -0.101 0.189 -0.623
C -0.1513 1.4349 -0.2031 -0.156 -1.633 -1.358
C -0.4467 -1.4973 -0.7057 0.647 0.907 -0.640
C 1.0063 1.4620 0.6586 -2.303 -1.410 -0.951
C 1.3530 0.3112 1.2121 1.958 1.451 0.308
H -0.3573 2.3950 -0.5973 -0.794 0.756 -0.498
H -2.1793 0.6398 -1.3470 1.223 -0.965 0.032
H 1.1505 2.4602 0.9823 1.148 0.364 0.861
H 0.6301 -1.5759 -0.8946 -0.052 -0.094 0.445
H 1.5850 -0.9356 2.4468 -0.277 -1.221 1.254
H -0.9391 -2.3046 -1.2033 -0.699 -0.295 -0.024